--- w ---
Computed, not measured: a 2-piece molecular cluster, C2H6O2 overall, with the ωB97M-V functional and the def2-TZVPD basis.

Geometry as XYZ:
```
10
Properties=species:S:1:pos:R:3:mulliken_charge:R:1
C 1.40 -1.07 -0.27 -0.753
C 1.35 0.28 -0.03 0.165
O 0.28 1.14 -0.18 -0.442
H 2.25 -1.73 -0.24 0.261
H 0.52 -1.50 -0.75 0.203
H 2.25 0.79 0.34 0.307
H -0.48 0.56 -0.42 0.263
H -2.17 -0.41 1.28 0.300
H -3.13 -0.17 0.12 0.282
O -2.25 -0.24 0.36 -0.586
```

The spin multiplicity is 1. The LUMO energy comes out at 0.665 eV. Its orbital gap is 0.345 Ha. As for the molecular weight: 62.1 g/mol. For the HOMO energy, the calculation gives -8.72 eV.

---

--- x ---
Computed, not measured: an isolated molecule of C2H6O2, with the ωB97M-V functional and the def2-TZVPD basis.

Geometry as XYZ:
```
10
Properties=species:S:1:pos:R:3:mulliken_charge:R:1
C -0.69 0.37 -0.35 -0.332
C 0.82 0.32 0.19 -0.489
H -1.23 -0.92 0.93 0.328
H -0.76 0.55 -1.46 0.277
H -1.25 1.24 0.12 0.253
H 0.76 0.34 1.26 0.304
H 1.44 1.17 -0.24 0.289
H 0.80 -1.42 -0.07 0.353
O -1.40 -0.84 -0.07 -0.524
O 1.51 -0.81 -0.31 -0.460
```

The spin multiplicity is 1. The LUMO energy comes out at 0.742 eV. Its orbital gap is 0.405 Ha. As for the molecular weight: 62.1 g/mol. For the HOMO energy, the calculation gives -10.29 eV.

---

--- y ---
Computed, not measured: an isolated molecule of C2H6O2, with the ωB97M-V functional and the def2-TZVPD basis.

Geometry as XYZ:
```
10
Properties=species:S:1:pos:R:3:mulliken_charge:R:1
O 1.44 0.68 -0.31 -0.550
C 0.04 0.84 0.01 -0.254
C -0.79 -0.51 0.30 -0.253
O 0.03 -1.48 -0.29 -0.517
H 1.58 0.50 -1.25 0.305
H 0.11 1.44 0.92 0.256
H -0.44 1.36 -0.82 0.244
H -1.00 -0.78 1.36 0.199
H -1.80 -0.64 -0.16 0.248
H 0.83 -1.40 0.24 0.321
```

The spin multiplicity is 1. The LUMO energy comes out at 0.930 eV. Its orbital gap is 0.405 Ha. As for the molecular weight: 62.1 g/mol. For the HOMO energy, the calculation gives -10.09 eV.

---

--- z ---
Computed, not measured: a 2-piece molecular cluster, C2H6O2 overall, with the ωB97M-V functional and the def2-TZVPD basis.

Geometry as XYZ:
```
10
Properties=species:S:1:pos:R:3:mulliken_charge:R:1
C 0.75 -1.84 2.25 -0.937
H 1.33 -1.35 1.47 0.233
H 0.10 -1.05 2.64 0.228
H 0.06 -2.56 1.81 0.232
H 1.47 -2.31 2.92 0.245
O -1.01 0.55 -2.29 -0.479
C -0.96 1.68 -1.90 0.233
O -0.21 2.61 -2.50 -0.424
H -1.48 2.00 -0.99 0.331
H -0.04 2.28 -3.41 0.338
```

The spin multiplicity is 1. The LUMO energy comes out at 0.793 eV. Its orbital gap is 0.434 Ha. As for the molecular weight: 62.1 g/mol. For the HOMO energy, the calculation gives -11.00 eV.

---

z is the most stable structure; the next one sits 0.854 eV above it.

---

--- w ---
Computed, not measured: an isolated molecule of C11H10, with the ωB97M-V functional and the def2-TZVPD basis.

Geometry as XYZ:
```
21
Properties=species:S:1:pos:R:3:mulliken_charge:R:1
C -1.36 2.10 -1.17 -0.756
C 1.40 1.09 0.72 -0.698
C -0.62 1.19 -1.89 -0.207
C 1.46 1.36 -0.64 -0.650
C -0.45 -1.89 2.08 -0.502
C -0.69 -2.52 0.79 -0.480
C 0.29 -0.77 2.14 -0.587
C -0.24 -1.85 -0.37 -0.326
C 0.62 -0.07 0.97 0.525
C 0.29 -0.60 -0.29 0.196
C 0.62 0.39 -1.35 0.130
H -1.12 2.34 -0.08 0.197
H -2.17 2.61 -1.53 0.352
H 1.83 1.74 1.53 0.329
H -1.07 0.94 -2.86 0.334
H 1.97 2.11 -1.27 0.388
H -0.66 -2.36 3.05 0.323
H -1.43 -3.41 0.77 0.278
H 0.73 -0.31 3.01 0.359
H -0.54 -2.10 -1.42 0.295
H 1.13 0.02 -2.19 0.499
```

The spin multiplicity is 1. The LUMO energy comes out at 0.685 eV. Its orbital gap is 0.316 Ha. As for the molecular weight: 142.2 g/mol. For the HOMO energy, the calculation gives -7.92 eV.

---

--- x ---
Computed, not measured: an isolated molecule of C11H10, with the ωB97M-V functional and the def2-TZVPD basis.

Geometry as XYZ:
```
21
Properties=species:S:1:pos:R:3:mulliken_charge:R:1
C -2.25 -3.14 0.11 0.053
C -3.57 2.12 -0.01 0.180
C -1.60 -2.14 -0.04 -1.741
C -2.74 1.26 0.02 -1.383
C 1.71 0.54 0.03 -0.596
C 1.11 -0.13 1.28 -0.894
C 0.98 0.28 -1.32 -1.151
C -0.39 -0.17 1.21 -0.091
C -0.45 0.01 -1.11 -0.063
C -0.81 -0.97 0.00 0.889
C -1.15 0.45 0.08 0.260
H -2.71 -4.10 0.30 0.474
H -4.42 2.61 -0.29 0.465
H 1.74 1.65 0.22 0.284
H 2.74 0.18 -0.10 0.357
H 1.38 -1.15 1.34 0.373
H 1.69 0.28 2.21 0.296
H 0.98 1.05 -2.02 0.484
H 1.49 -0.47 -1.91 0.433
H -0.94 -0.32 2.03 0.706
H -1.03 -0.10 -1.94 0.663
```

The spin multiplicity is 1. The LUMO energy comes out at 0.899 eV. Its orbital gap is 0.353 Ha. As for the molecular weight: 142.2 g/mol. For the HOMO energy, the calculation gives -8.72 eV.

---

w is the most stable structure; the next one sits 5.682 eV above it.

---

--- w ---
Computed, not measured: C9H7Cl2MnN3O4S3 as an isolated structure, with the ωB97M-V functional and the def2-TZVPD basis.

Geometry as XYZ:
```
29
Properties=species:S:1:pos:R:3:mulliken_charge:R:1
Mn -1.28 4.01 -1.30 0.816
Cl 2.13 2.18 0.13 -0.134
C 1.15 1.47 1.42 0.204
Cl -0.10 2.58 2.00 -0.153
H 1.81 1.22 2.24 0.341
H 0.64 0.61 1.01 -0.232
O 0.33 4.51 -1.78 -1.280
S -1.78 -4.20 -0.98 -0.456
C -1.73 -2.52 -0.87 0.223
S -3.05 -1.49 -1.29 -0.178
C -2.10 -0.03 -0.95 0.074
N -0.90 -0.34 -0.54 -0.588
N -0.72 -1.72 -0.48 0.533
C 0.59 -2.13 -0.10 0.208
C 0.79 -3.22 0.74 -0.485
C 2.08 -3.55 1.12 -0.540
C 3.16 -2.81 0.69 -0.451
C 2.95 -1.71 -0.14 -0.584
C 1.67 -1.37 -0.54 -0.296
S -2.82 1.48 -1.19 -0.346
H -0.06 -3.79 1.08 0.340
H 2.23 -4.40 1.78 0.336
H 4.16 -3.07 1.00 0.366
H 3.78 -1.10 -0.47 0.371
H 1.49 -0.50 -1.15 0.610
O -3.49 4.69 -1.57 -0.692
N -3.62 4.98 -0.35 1.306
O -4.65 5.49 0.08 -0.678
O -2.65 4.72 0.41 -0.637
```

The spin multiplicity is 6. The LUMO energy (spin up / spin down) comes out at 4.253 / 4.252 eV. As for the expectation value of S²: 8.7711. Its orbital gap (spin up / spin down) is 0.164 / 0.195 Ha. As for the molecular weight: 443.2 g/mol. For the HOMO energy (spin up / spin down), the calculation gives -0.21 / -1.06 eV. As for the charge: -2.

---

--- x ---
Computed, not measured: C9H7Cl2MnN3O4S3 as an isolated structure, with the ωB97M-V functional and the def2-TZVPD basis.

Geometry as XYZ:
```
29
Properties=species:S:1:pos:R:3:mulliken_charge:R:1
Mn -3.36 -1.92 2.42 0.698
Cl -3.46 -4.73 2.30 -0.053
C -2.03 -4.88 1.26 -0.305
Cl -1.44 -3.24 0.93 -0.143
H -2.32 -5.35 0.32 0.281
H -1.26 -5.45 1.77 0.283
O -3.85 -0.33 2.87 -1.090
S 3.06 -0.82 -2.77 -0.509
C 1.95 -0.15 -1.69 0.331
S 0.78 -1.14 -0.90 -0.170
C 0.05 0.25 -0.07 0.174
N 0.68 1.35 -0.41 -0.871
N 1.73 1.12 -1.30 0.541
C 2.43 2.30 -1.67 0.597
C 3.64 2.28 -2.37 -0.433
C 4.27 3.47 -2.70 -0.620
C 3.73 4.69 -2.34 -0.437
C 2.53 4.71 -1.64 -0.516
C 1.88 3.54 -1.30 -0.303
S -1.28 0.11 0.98 -0.193
H 4.07 1.33 -2.65 0.152
H 5.21 3.43 -3.24 0.329
H 4.23 5.62 -2.61 0.355
H 2.09 5.65 -1.34 0.333
H 0.96 3.55 -0.75 0.460
O -7.00 -4.29 3.52 -0.641
N -6.08 -3.83 4.23 0.824
O -6.05 -4.06 5.45 -0.633
O -5.13 -3.20 3.69 -0.443
```

The spin multiplicity is 6. The LUMO energy (spin up / spin down) comes out at 4.127 / 4.126 eV. As for the expectation value of S²: 8.7763. Its orbital gap (spin up / spin down) is 0.193 / 0.216 Ha. As for the molecular weight: 443.2 g/mol. For the HOMO energy (spin up / spin down), the calculation gives -1.11 / -1.75 eV. As for the charge: -2.

---

w is the most stable structure; the next one sits 1.719 eV above it.

---

--- w ---
Computed, not measured: a 5-piece molecular cluster, C2H12O5 overall, with the ωB97M-V functional and the def2-TZVPD basis.

Geometry as XYZ:
```
19
Properties=species:S:1:pos:R:3:mulliken_charge:R:1
O -0.57 -0.64 -0.26 -0.481
C -0.87 -0.67 -1.43 0.123
C -0.24 -1.64 -2.40 -0.909
H -1.68 0.03 -1.72 0.331
H 0.75 -1.31 -2.70 0.271
H -0.19 -2.53 -1.76 0.260
H -0.82 -1.82 -3.30 0.307
H 7.02 2.60 -0.89 0.321
H 5.77 1.94 -0.41 0.321
O 6.52 1.77 -0.99 -0.643
H -0.04 -0.99 1.54 0.462
H 0.09 -2.27 2.41 0.285
O 0.34 -1.33 2.35 -0.665
H -2.15 1.32 2.70 0.298
H -0.88 1.77 2.05 0.285
O -1.59 1.11 1.93 -0.569
H -3.06 0.73 0.33 0.370
H -4.58 0.85 0.61 0.284
O -3.93 0.82 -0.09 -0.653
```

The spin multiplicity is 1. The LUMO energy comes out at 0.610 eV. Its orbital gap is 0.395 Ha. As for the molecular weight: 116.1 g/mol. For the HOMO energy, the calculation gives -10.14 eV.

---

--- x ---
Computed, not measured: a 5-piece molecular cluster, C2H12O5 overall, with the ωB97M-V functional and the def2-TZVPD basis.

Geometry as XYZ:
```
19
Properties=species:S:1:pos:R:3:mulliken_charge:R:1
O 0.54 -0.59 0.21 -0.451
C 0.74 -1.77 0.12 0.097
C -0.19 -2.74 -0.55 -0.887
H 1.63 -2.23 0.58 0.361
H 0.31 -3.67 -0.80 0.319
H -1.01 -2.94 0.13 0.270
H -0.61 -2.26 -1.43 0.275
H 2.43 0.81 2.20 0.328
H 3.40 0.49 1.08 0.309
O 3.17 0.23 1.98 -0.622
H -1.04 1.32 0.65 0.343
H -2.28 2.22 0.86 0.283
O -1.97 1.42 0.42 -0.597
H -2.22 0.82 -2.18 0.304
H -3.29 0.19 -1.32 0.315
O -2.99 0.25 -2.23 -0.637
H 1.29 1.26 0.09 0.306
H 0.78 2.38 -0.84 0.315
O 0.96 2.18 0.08 -0.630
```

The spin multiplicity is 1. The LUMO energy comes out at 0.495 eV. Its orbital gap is 0.405 Ha. As for the molecular weight: 116.1 g/mol. For the HOMO energy, the calculation gives -10.53 eV.

---

x is the most stable structure; the next one sits 0.395 eV above it.